Formula: C9H11IrNO2SSe
Source: the OMol25 dataset
Level of theory: ωB97M-V with the def2-TZVPD basis set

## Properties
HOMO-LUMO gap (alpha / beta) = 6.40 / 6.66 eV
lowest unoccupied orbital energy (alpha / beta) = 2.92 / 2.14 eV
spin multiplicity = 5
<S²> = 6.0191
charge = -1

Cartesian coordinates (Å):
Ir  0.11700  1.28070  0.28110
N  1.70630  -0.59860  0.00050
C  2.56230  -0.90580  1.15590
C  2.58980  0.25650  2.14680
C  1.25640  0.29870  2.95850
O  1.23480  -0.25470  4.04810
O  0.29710  0.91950  2.42040
H  1.21240  -1.42070  -0.33070
H  2.26310  -0.22740  -0.76430
H  3.58730  -1.12300  0.81680
H  2.17580  -1.78630  1.67900
H  2.71870  1.19500  1.60660
H  3.41630  0.12540  2.84730
Se  -1.59810  0.78770  -1.19900
S  1.53530  3.10770  -0.64100
C  0.55060  4.51750  -0.30520
C  0.32650  4.92340  1.01210
C  -0.40440  6.06780  1.26710
C  -0.91720  6.81770  0.21870
C  -0.68940  6.42060  -1.09120
C  0.03980  5.27740  -1.35840
H  0.73020  4.33430  1.82660
H  -0.58020  6.37480  2.29100
H  -1.48120  7.71750  0.42440
H  -1.08890  7.00380  -1.91170
H  0.21630  4.95160  -2.37450


Formula: C10H18O4P
Source: the OMol25 dataset
Level of theory: ωB97M-V with the def2-TZVPD basis set

## Properties
HOMO-LUMO gap = 7.62 eV
lowest unoccupied orbital energy = 3.33 eV
relative energy (zero: lowest compared OMol25 entry of this formula, charge and spin) = 42.2 kcal/mol
charge = -1
SMILES = CC(C)(C)C(=O)P(=O)([O-])C(=O)C(C)(C)C

Cartesian coordinates (Å):
C  3.11432  -1.50414  0.17830
C  2.58605  -0.06354  0.03842
C  2.73452  0.55225  1.37023
C  3.35728  0.76828  -1.01531
C  1.17040  -0.09994  -0.42502
O  0.77672  0.42280  -1.39762
P  -0.08269  -1.32357  0.72631
O  0.51245  -1.63755  2.09825
O  -0.43534  -2.50149  -0.15806
C  -1.47291  -0.04254  0.87002
O  -1.45832  0.65760  1.89806
C  -2.56789  0.16260  -0.16278
C  -2.58438  -0.75788  -1.33423
C  -3.88966  0.18205  0.68277
C  -2.45321  1.66487  -0.64847
H  3.98236  -1.50108  0.72959
H  3.25866  -2.06253  -0.79523
H  2.32081  -1.93348  0.79809
H  3.68107  0.35391  1.82551
H  1.85488  0.51039  2.13879
H  2.74067  1.61660  1.20917
H  4.45846  0.95590  -0.93813
H  3.40301  0.29041  -2.09926
H  2.81264  1.73669  -1.11453
H  -1.57175  -0.90048  -1.81399
H  -3.14762  -1.77583  -1.21730
H  -3.05649  -0.25979  -2.13544
H  -3.90223  1.11501  1.38991
H  -3.92417  -0.73514  1.36426
H  -4.76722  0.22816  0.07492
H  -1.45562  1.69278  -1.09494
H  -2.73244  2.26702  0.29092
H  -3.26233  1.92167  -1.33320


Formula: C5H8NOS
Source: the OMol25 dataset
Level of theory: ωB97M-V with the def2-TZVPD basis set

## Properties
HOMO-LUMO gap (alpha / beta) = 8.02 / 7.93 eV
lowest unoccupied orbital energy (alpha / beta) = -4.37 / -4.42 eV
relative energy (zero: lowest compared OMol25 entry of this formula, charge and spin) = 128.5 kcal/mol
charge = +1

Cartesian coordinates (Å):
C  -1.58566  1.69366  0.75131
C  -2.43995  2.66837  0.19361
C  -0.92134  1.88742  -1.51059
C  -0.73574  1.34448  -0.33482
C  0.47513  -1.27328  0.22120
N  0.22019  -1.80426  -1.13723
O  -0.20102  -1.81784  1.23651
S  -2.07788  3.16267  -1.43532
H  -1.31731  1.30669  1.68547
H  -3.19062  3.19233  0.72991
H  -0.51151  1.71856  -2.44478
H  1.53740  -1.21165  0.44860
H  0.93439  -2.20571  -1.75864
H  -0.61637  -2.43580  -0.98462
H  -0.07838  -0.95580  -1.60125
H  0.08519  -1.39010  2.05554


no.,calculated total energy (Eh)
1,-3458.78495
2,-1034.20276
3,-723.05058